Density functional theory data (ωB97M-V/def2-TZVPD) for a 2-piece molecular cluster, C15H14ClF4Si overall in a non-equilibrium geometry.

XYZ file:
```
35
C15H14ClF4Si | the OMol25 dataset | ωB97M-V/def2-TZVPD
H 0.0323 -1.7100 0.3320
Si 0.0997 -3.0163 1.1113
Cl 2.0326 -3.4323 1.6254
C -0.8381 -2.9101 2.7322
C -0.4937 -4.5987 0.2799
H -1.9081 -2.7292 2.5890
H -0.6932 -3.8641 3.2412
H -0.4282 -2.1107 3.3561
H -1.5369 -4.5588 -0.0436
H 0.1272 -4.8534 -0.5834
H -0.3840 -5.3950 1.0200
F -2.9149 4.0634 0.7706
C -2.6928 2.8235 0.2097
C -3.8001 2.0569 -0.1322
C -3.5348 0.8319 -0.7442
F -4.6062 0.0620 -1.1393
C -2.2545 0.3794 -0.9943
C -1.1122 1.1472 -0.5891
C 0.1750 0.5850 -0.8270
C 1.4536 1.2155 -0.8413
C 2.5408 0.5040 -1.4522
C 3.8185 1.0155 -1.4406
F 4.8402 0.3000 -2.0243
C 4.1384 2.2576 -0.8770
C 3.0661 2.9735 -0.3453
F 3.3319 4.2228 0.1757
C 1.7650 2.5114 -0.3259
C -1.3837 2.4176 0.0083
H -4.8146 2.4029 0.0371
H -2.1005 -0.5723 -1.5020
H 0.1713 -0.4354 -1.1973
H 2.3451 -0.4573 -1.9278
H 5.1461 2.6499 -0.8890
H 0.9943 3.1470 0.0833
H -0.5814 3.0766 0.3041
```

charge: +1
orbital gap: 6.238 eV

Density functional theory data (ωB97M-V/def2-TZVPD) for C15H13BrN2O3 in the gas phase in a non-equilibrium geometry.

XYZ file:
```
34
C15H13BrN2O3 | the OMol25 dataset | ωB97M-V/def2-TZVPD
C -0.0273 0.1012 -2.8698
C -0.5576 0.9371 -1.7042
C 0.4843 1.3090 -0.6366
O 0.4204 2.3601 -0.0439
N 1.4148 0.3432 -0.4189
C 2.4546 0.3190 0.5044
C 2.7347 1.3797 1.3636
C 3.7842 1.3018 2.2598
C 4.5797 0.1704 2.3218
C 4.3175 -0.8963 1.4798
C 3.2668 -0.8156 0.5880
Br 2.9262 -2.3186 -0.5543
C -1.6942 0.2741 -0.9662
C -2.8828 0.9719 -0.7627
C -3.9291 0.4030 -0.0660
C -3.7862 -0.8824 0.4413
N -4.8720 -1.4854 1.1691
O -4.7009 -2.6009 1.6143
O -5.8930 -0.8426 1.2929
C -2.6059 -1.5922 0.2576
C -1.5677 -1.0113 -0.4412
H 0.1693 -0.9330 -2.5969
H -0.7723 0.0878 -3.6623
H 0.8835 0.5421 -3.2694
H -0.9156 1.8944 -2.0952
H 1.3643 -0.4810 -1.0056
H 2.1153 2.2595 1.3144
H 3.9805 2.1364 2.9147
H 5.3997 0.1107 3.0198
H 4.9244 -1.7881 1.5156
H -2.9854 1.9728 -1.1529
H -4.8543 0.9348 0.0941
H -2.5189 -2.5870 0.6670
H -0.6568 -1.5747 -0.5724
```

SMILES string: C[C@H](C(=O)Nc1ccccc1Br)c1ccc([N+](=O)[O-])cc1
orbital gap: 8.431 eV
energy above the lowest of the compared OMol25 structures with the same formula, charge and spin: 74.11 kcal per mole